Entry 1:
DFT (the ωB97M-V functional and the def2-TZVPD basis) results for a structure of composition C9H17Cl2LuNO2 in a non-equilibrium geometry.

The total charge is -1. The HOMO energy (alpha / beta) comes out at -2.1317 / -1.0673 eV. Its HOMO-LUMO gap (alpha / beta) is 0.1861 / 0.1432 hartree. The total energy is -2714.29884 a.u.

Geometry as XYZ:
```
32
Properties=species:S:1:pos:R:3:forces:R:3
Lu -1.572 -0.841 0.112 1.43 2.27 0.18
Cl -1.304 -1.275 -2.218 -0.14 -0.28 -0.88
Cl -3.741 -0.526 1.125 -0.60 0.01 0.20
C 0.285 1.240 0.427 1.06 -6.34 0.44
H -0.045 2.090 0.014 -0.74 3.32 -1.53
H 0.664 1.318 1.414 -0.71 0.35 1.23
C 2.119 0.825 -0.158 -3.06 3.78 -0.46
C 2.321 2.208 0.275 1.93 -2.07 0.93
H 2.452 0.042 0.453 0.28 -0.90 0.98
C 2.172 3.377 -0.577 -0.15 0.72 -0.80
H 2.526 2.350 1.344 -0.02 0.10 -0.51
C 1.595 3.058 -1.969 0.42 -0.85 0.09
H 1.537 4.125 -0.086 0.04 0.09 -0.05
H 3.157 3.856 -0.701 -0.06 0.13 -0.14
C 2.209 1.754 -2.541 -0.30 0.21 0.24
H 0.507 2.968 -1.934 0.01 0.04 0.02
H 1.863 3.856 -2.651 -0.18 0.34 -0.18
C 2.058 0.522 -1.633 -1.11 -0.16 -0.33
H 1.782 1.543 -3.538 0.25 0.08 0.37
H 3.279 1.944 -2.657 0.12 0.02 -0.18
H 1.066 0.040 -1.763 0.69 0.27 -0.42
H 2.791 -0.218 -1.939 0.29 -0.18 0.09
N 2.155 -3.252 3.420 -0.16 0.67 0.30
C 0.987 -2.373 3.194 -0.02 0.20 -0.34
C 0.721 -2.534 1.716 -0.72 -0.01 -1.74
O 1.514 -3.211 1.039 -1.33 1.06 0.48
O -0.363 -1.937 1.275 2.00 -1.72 1.24
H 2.434 -3.551 2.458 0.20 -0.10 0.15
H 1.883 -4.045 4.000 -0.09 -0.94 0.51
H 2.898 -2.752 3.926 0.64 0.18 0.22
H 0.129 -2.697 3.782 0.12 0.05 -0.04
H 1.232 -1.328 3.430 -0.06 -0.34 -0.07
```
Forces are in eV/Å.

These are the Löwdin partial charges, in e, on atoms 1 to 8:
1 Lu 0.89
2 Cl -0.22
3 Cl -0.30
4 C -0.11
5 H -0.09
6 H -0.05
7 C -0.21
8 C -0.21

---

Entry 2:
DFT (the ωB97M-V functional and the def2-TZVPD basis) results for a cluster of 4 separate species, C37H66BrIN6O12PS3 in total in a non-equilibrium geometry.

The total charge is +1. The HOMO energy comes out at -10.0638 eV. Its HOMO-LUMO gap is 0.2164 hartree. The total energy is -7087.57317 a.u.

Geometry as XYZ:
```
127
Properties=species:S:1:pos:R:3:forces:R:3
C -2.740 3.005 5.951 -1.71 -5.71 -4.35
C -3.302 2.095 5.165 3.10 3.97 3.51
C -3.851 0.934 4.157 0.89 1.87 1.44
C -2.575 0.008 3.817 0.05 0.59 0.65
C -2.881 -1.264 2.865 1.04 -0.11 1.70
N -2.078 -1.059 1.581 1.27 -0.79 0.30
C -0.756 -1.373 1.543 -0.10 -0.15 0.30
N 0.009 -1.957 2.661 -2.09 0.80 -2.51
C 0.254 -3.390 2.297 0.98 -1.96 0.33
C -1.117 -4.179 2.095 -1.81 -0.85 -1.98
C -1.872 -4.419 0.904 0.75 0.70 2.39
C 1.333 -3.398 1.108 1.21 -0.90 -0.93
C 2.888 -3.345 1.662 0.17 0.11 0.61
C 3.136 -2.476 2.980 1.61 0.66 0.21
C 3.313 -0.871 2.752 -0.94 0.06 0.78
N 4.305 -0.248 3.728 -0.26 -1.32 -0.55
C 5.698 -0.350 3.191 0.36 -0.78 -1.23
C 5.982 0.769 2.043 -0.36 2.23 -1.41
C 5.007 2.042 2.044 2.24 0.42 -2.85
C 5.121 3.200 0.964 2.77 -4.15 0.13
C 6.257 3.032 -0.138 -0.76 -2.36 2.73
C 7.237 1.771 -0.127 -2.04 0.06 1.88
C 7.125 0.600 0.960 -2.81 3.25 0.45
O 7.988 -0.556 0.953 -1.49 2.12 0.94
C 1.347 -4.793 0.226 0.41 -0.06 0.72
C 1.358 -6.140 1.123 1.43 -0.34 0.15
C 2.777 -6.969 1.031 -0.35 0.49 0.68
I -0.153 -7.557 0.318 0.50 0.67 0.43
C 1.218 -2.093 0.155 0.70 0.80 -0.38
P 1.386 -2.500 -1.737 1.95 -0.70 -0.99
N -0.190 -2.485 -2.534 1.12 0.15 -0.50
O 2.239 -1.151 -2.411 -0.72 -1.07 0.91
N 0.017 -1.222 0.291 -1.45 -1.71 2.87
N 0.437 0.084 0.038 0.80 4.17 3.73
C 0.657 0.794 1.130 -1.36 2.05 3.24
O 0.638 1.508 2.176 0.36 -4.54 -7.24
C -2.874 -0.507 0.445 -1.84 -0.18 -1.53
Br -2.538 1.463 0.100 -0.20 -1.31 0.77
C -2.854 -1.393 -0.922 -0.80 -0.49 0.10
C -4.310 -2.142 -1.092 0.77 -0.26 0.88
H -1.912 3.532 6.569 -2.29 -0.98 -1.37
H -4.664 0.365 4.739 1.18 0.84 -1.19
H -4.256 1.505 3.232 0.56 -1.28 1.51
H -1.766 0.680 3.329 -1.41 -1.12 0.70
H -2.108 -0.340 4.830 -0.99 0.51 -1.81
H -3.991 -1.474 2.668 1.80 0.61 -0.11
H -2.476 -2.200 3.434 -0.70 1.56 -1.46
H -0.382 -1.804 3.594 -0.22 -0.16 -0.51
H 0.779 -3.882 3.218 -0.97 1.01 -1.65
H -1.583 -4.628 3.069 0.87 1.20 -1.79
H -1.532 -4.236 -0.178 -0.40 -0.03 1.97
H -2.977 -4.775 1.015 2.38 0.30 -0.19
H 3.314 -4.404 1.869 -1.14 1.65 -0.38
H 3.587 -2.911 0.829 -1.42 -0.78 1.34
H 2.385 -2.599 3.840 0.94 -0.12 -1.43
H 4.164 -2.827 3.419 -1.81 0.47 -0.81
H 3.633 -0.603 1.677 -0.58 -0.35 1.68
H 2.285 -0.403 3.053 1.82 -0.62 -1.06
H 4.192 -0.845 4.582 0.60 0.96 -0.85
H 6.470 -0.344 4.043 -1.21 0.27 -1.27
H 5.773 -1.398 2.670 0.37 1.63 0.71
H 4.153 2.158 2.825 1.91 -0.58 -1.41
H 4.371 4.076 0.998 1.57 -1.60 -0.19
H 6.326 3.864 -0.948 0.16 -1.89 1.55
H 8.050 1.671 -0.955 -1.67 0.24 1.73
H 8.113 -0.860 1.893 -0.31 0.58 -1.33
H 0.462 -4.882 -0.496 1.57 0.39 0.88
H 2.379 -4.770 -0.321 -2.23 -0.08 0.62
H 1.141 -5.987 2.241 -0.01 -0.19 -1.81
H 3.259 -6.843 -0.008 -0.91 -0.47 1.63
H 3.518 -6.560 1.826 -1.20 -0.55 -1.35
H 2.572 -8.068 1.320 0.51 1.78 -0.74
H 2.145 -1.400 0.331 -1.65 -1.40 -0.14
H -0.305 -3.442 -2.942 0.25 1.03 0.55
H -0.099 -1.870 -3.369 -0.34 -0.25 0.87
H 3.174 -1.394 -2.626 -1.22 -0.02 0.41
H -4.005 -0.502 0.740 2.47 0.07 -0.02
H -2.673 -0.747 -1.871 0.03 -1.17 1.90
H -2.091 -2.236 -0.785 -0.93 1.70 -0.51
H -5.075 -1.506 -1.666 1.25 -1.10 0.84
H -4.102 -3.172 -1.585 -0.62 1.91 0.55
H -4.721 -2.387 -0.025 0.57 0.42 -1.92
O -3.570 0.807 -4.130 0.02 0.50 -0.17
S -2.893 2.057 -4.376 0.64 0.45 -0.39
O -3.612 3.292 -4.547 0.09 -0.96 0.16
O -1.875 1.870 -5.623 -0.13 0.04 1.26
C -2.391 1.375 -6.857 -0.49 -0.19 -1.11
C -3.152 2.447 -7.614 -0.26 0.21 0.13
C -1.666 2.293 -3.122 0.14 0.09 -0.19
H -3.014 0.491 -6.690 0.05 0.10 0.18
H -1.533 1.056 -7.456 0.10 0.08 0.38
H -4.066 2.728 -7.086 0.08 -0.05 -0.07
H -3.433 2.093 -8.609 0.11 -0.03 0.08
H -2.547 3.352 -7.715 0.00 -0.16 -0.05
H -1.087 1.376 -3.015 -0.04 0.07 0.01
H -2.180 2.523 -2.188 -0.02 -0.02 -0.42
H -1.025 3.128 -3.407 -0.08 -0.09 -0.06
O 2.354 0.802 -7.724 0.49 0.12 0.61
S 2.922 0.517 -6.431 0.20 -0.40 0.07
O 3.486 1.550 -5.601 -0.36 -0.38 -0.66
O 4.006 -0.678 -6.583 -1.07 0.29 0.45
C 5.064 -0.523 -7.528 0.96 0.26 -0.63
C 6.139 0.415 -7.014 -0.05 0.33 0.13
C 1.734 -0.383 -5.473 0.12 -0.22 -0.03
H 4.673 -0.187 -8.494 -0.14 0.00 0.16
H 5.498 -1.514 -7.684 -0.35 -0.01 0.18
H 5.763 1.437 -6.930 0.05 -0.10 -0.04
H 6.998 0.426 -7.690 -0.09 -0.09 0.03
H 6.474 0.111 -6.018 0.01 -0.05 -0.14
H 1.333 -1.196 -6.079 0.08 0.09 -0.03
H 0.936 0.307 -5.194 0.14 0.09 -0.10
H 2.222 -0.768 -4.577 -0.12 0.16 -0.23
O -7.729 4.445 4.071 0.67 0.24 0.27
S -6.541 5.251 3.942 0.02 0.71 -0.13
O -5.341 4.965 4.688 -0.81 -0.13 -0.26
O -6.933 6.807 4.160 0.34 -0.89 -0.77
C -7.613 7.178 5.357 -0.36 0.29 1.05
C -6.669 7.228 6.544 0.23 -0.25 0.11
C -6.117 5.367 2.226 -0.04 0.19 -0.04
H -8.454 6.504 5.549 0.13 -0.06 -0.16
H -8.030 8.175 5.190 0.13 -0.19 -0.33
H -6.300 6.231 6.795 -0.06 0.09 -0.01
H -7.175 7.633 7.424 -0.02 0.02 -0.13
H -5.796 7.848 6.318 -0.15 0.02 0.01
H -7.010 5.626 1.657 0.07 -0.01 0.10
H -5.737 4.395 1.908 -0.06 0.04 0.17
H -5.343 6.126 2.104 -0.09 -0.07 0.07
```
Forces are in eV/Å.

These are the Löwdin partial charges, in e, on atoms 1 to 8:
1 C 0.07
2 C -0.11
3 C -0.18
4 C -0.18
5 C -0.10
6 N -0.02
7 C -0.15
8 N 0.13

---

Entry 3:
DFT (the ωB97M-V functional and the def2-TZVPD basis) results for the molecule CH6OSi2 in a non-equilibrium geometry.

The HOMO energy comes out at -9.2673 eV. The value obtained for the relative energy (zero: lowest compared OMol25 entry of this formula, charge and spin) is 13.19 kcal per mole. Its HOMO-LUMO gap is 0.3671 hartree. The total energy is -695.91146 a.u.

Geometry as XYZ:
```
10
Properties=species:S:1:pos:R:3:forces:R:3
C -1.023 0.616 0.267 3.22 -1.36 -1.44
O 1.422 -0.995 -0.218 -2.47 3.16 0.86
Si 1.002 0.799 -0.112 -1.33 -2.72 2.13
Si -0.262 -1.240 -0.073 -0.51 0.92 -2.56
H -1.614 1.300 -0.374 0.25 -1.11 0.00
H 1.336 1.340 -1.348 0.53 1.06 -1.35
H -1.307 0.704 1.295 0.23 0.32 0.67
H 1.553 1.142 1.171 0.80 0.74 0.25
H -0.563 -2.192 0.962 -0.30 -0.53 0.35
H -0.545 -1.474 -1.570 -0.44 -0.48 1.09
```
Forces are in eV/Å.

These are the natural (NBO) partial charges, in e, on atoms 1 to 8:
1 C -1.22
2 O -1.17
3 Si 1.29
4 Si 1.32
5 H 0.26
6 H -0.18
7 H 0.24
8 H -0.18